[1]
{
  "formula": "C50H58As2CoN3O7STe",
  "method": "ωB97M-V with the def2-TZVPD basis set",
  "elements": ["Co", "C", "As", "C", "C", "C", "C", "C", "C", "C", "As", "C", "C", "H", "H", "H", "H", "H", "H", "H", "H", "H", "H", "H", "H", "H", "H", "H", "H", "O", "C", "O", "C", "C", "C", "C", "S", "C", "C", "H", "H", "H", "H", "H", "C", "C", "O", "H", "H", "H", "C", "C", "C", "C", "C", "C", "Te", "N", "C", "O", "C", "C", "C", "C", "C", "C", "C", "C", "C", "C", "C", "C", "C", "C", "C", "C", "H", "H", "H", "H", "H", "H", "H", "H", "H", "H", "H", "H", "H", "H", "H", "H", "H", "H", "H", "H", "H", "H", "H", "C", "C", "C", "C", "C", "C", "O", "N", "C", "O", "N", "C", "O", "H", "H", "H", "H", "H", "H", "H", "H", "H", "H", "H"],
  "coordinates": [[-0.013, 0.546, -0.266], [0.286, 3.673, -1.891], [0.663, 2.791, -0.165], [2.329, 3.742, 0.144], [-0.584, 3.816, 0.971], [-0.150, 4.834, 1.817], [-1.026, 5.476, 2.681], [-2.360, 5.099, 2.712], [-2.804, 4.076, 1.884], [-1.933, 3.425, 1.014], [-2.537, 1.930, -0.129], [-3.488, 3.055, -1.471], [-4.213, 1.463, 0.802], [0.183, 4.754, -1.785], [-0.612, 3.246, -2.333], [1.124, 3.440, -2.550], [2.677, 3.563, 1.160], [3.041, 3.305, -0.557], [2.206, 4.808, -0.052], [0.896, 5.118, 1.818], [-0.664, 6.259, 3.338], [-3.053, 5.590, 3.386], [-3.845, 3.777, 1.927], [-4.055, 3.851, -0.983], [-4.172, 2.396, -2.010], [-2.793, 3.491, -2.186], [-4.990, 2.220, 0.676], [-4.013, 1.287, 1.858], [-4.543, 0.520, 0.367], [8.791, -0.843, 2.096], [7.895, -1.794, 1.667], [8.238, -2.954, 1.724], [6.612, -1.293, 1.158], [5.758, -2.177, 0.483], [4.595, -1.744, -0.108], [4.203, -0.377, -0.096], [2.832, 0.200, -0.935], [5.030, 0.485, 0.679], [6.191, 0.043, 1.266], [8.415, 0.026, 1.911], [6.045, -3.221, 0.433], [3.951, -2.446, -0.621], [4.714, 1.514, 0.798], [6.750, 0.762, 1.863], [0.824, -2.648, -2.056], [0.051, -2.244, -0.816], [0.210, -2.835, 0.241], [1.527, -3.435, -1.795], [1.367, -1.784, -2.444], [0.128, -3.013, -2.819], [-5.427, -8.904, -0.651], [-4.913, -7.529, -0.312], [-5.755, -6.550, 0.194], [-5.290, -5.279, 0.516], [-6.274, -4.272, 1.051], [-3.931, -4.972, 0.345], [-3.149, -3.045, 0.865], [-0.882, -1.254, -0.981], [-0.987, -0.457, -2.050], [-0.185, 0.497, -2.226], [-2.178, -0.539, -2.961], [-2.336, 0.388, -3.982], [-3.449, 0.323, -4.809], [-4.409, -0.662, -4.606], [-4.253, -1.587, -3.583], [-3.133, -1.526, -2.763], [-3.695, -3.314, 2.895], [-2.965, -4.275, 3.602], [-3.148, -4.463, 4.961], [-4.064, -3.670, 5.640], [-4.787, -2.717, 4.947], [-4.622, -2.519, 3.573], [-5.454, -1.461, 2.902], [-3.069, -5.944, -0.190], [-1.600, -5.717, -0.472], [-3.580, -7.203, -0.504], [-6.507, -8.964, -0.515], [-4.967, -9.665, -0.017], [-5.203, -9.166, -1.687], [-6.808, -6.777, 0.342], [-7.295, -4.565, 0.802], [-6.078, -3.279, 0.644], [-6.197, -4.188, 2.138], [-1.578, 1.150, -4.107], [-3.572, 1.048, -5.605], [-5.286, -0.704, -5.243], [-5.002, -2.351, -3.414], [-2.995, -2.230, -1.952], [-2.239, -4.877, 3.070], [-2.566, -5.208, 5.488], [-4.200, -3.783, 6.709], [-5.500, -2.094, 5.477], [-6.519, -1.679, 3.024], [-5.231, -1.391, 1.841], [-5.262, -0.484, 3.346], [-1.248, -4.714, -0.239], [-1.394, -5.901, -1.529], [-0.994, -6.421, 0.102], [-2.904, -7.948, -0.915], [1.224, 2.227, 5.188], [2.025, 0.980, 4.824], [1.293, 0.045, 3.870], [2.198, -1.143, 3.414], [2.767, -1.986, 4.549], [0.067, -0.538, 4.532], [-0.055, -0.716, 5.734], [-0.905, -0.904, 3.648], [-1.044, -0.430, 2.322], [-2.121, -0.672, 1.783], [-0.059, 0.281, 1.756], [0.967, 0.739, 2.538], [1.723, 1.627, 2.173], [1.808, 2.883, 5.838], [0.312, 1.958, 5.723], [0.953, 2.794, 4.295], [2.246, 0.419, 5.734], [2.967, 1.264, 4.352], [3.007, -0.704, 2.823], [1.619, -1.771, 2.733], [3.547, -1.454, 5.095], [3.209, -2.896, 4.142], [1.995, -2.273, 5.266], [-1.734, -1.350, 4.018]],
  "lowdin_charge": [-0.07, -0.28, 1.15, -0.30, -0.36, -0.12, -0.11, -0.11, -0.12, -0.39, 1.24, -0.31, -0.32, 0.02, -0.02, 0.03, 0.01, 0.00, 0.02, 0.08, 0.09, 0.09, 0.08, 0.01, 0.01, 0.00, 0.01, 0.01, 0.01, 0.06, -0.50, 0.06, -0.19, -0.04, -0.12, -0.74, 0.62, -0.13, -0.07, 0.07, 0.11, 0.09, 0.09, 0.10, -0.02, -0.59, -0.04, 0.07, 0.04, 0.08, -0.07, -0.29, -0.03, -0.30, -0.08, -0.39, 1.57, 0.09, -0.51, -0.09, -0.13, -0.03, -0.09, -0.11, -0.08, -0.03, -0.45, -0.13, -0.10, -0.10, -0.07, -0.33, -0.09, -0.30, -0.07, -0.04, 0.06, 0.07, 0.07, 0.10, 0.07, 0.05, 0.08, 0.11, 0.09, 0.09, 0.10, 0.06, 0.10, 0.10, 0.09, 0.11, 0.08, 0.01, 0.08, 0.00, 0.08, 0.08, 0.12, -0.08, -0.19, -0.29, -0.14, -0.08, -0.42, 0.06, 0.22, -0.51, -0.15, 0.12, -0.42, -0.01, 0.07, 0.07, 0.07, 0.11, 0.12, 0.12, 0.12, 0.07, 0.07, 0.07, 0.15],
  "total_charge": -2,
  "e_tot_ha": -9151.7180,
  "fmax_ha_per_bohr": 0.01648,
  "lumo_energy_ha": [0.1293, 0.1293]
}

[2]
{
  "formula": "C6H6O",
  "method": "ωB97M-V with the def2-TZVPD basis set",
  "elements": ["C", "C", "C", "C", "O", "C", "C", "H", "H", "H", "H", "H", "H"],
  "coordinates": [[1.841, -0.002, -2.298], [0.905, -0.287, -1.598], [-0.279, -0.663, -0.829], [-0.649, 0.274, 0.320], [-0.594, 1.610, -0.103], [0.011, 0.007, 1.610], [-0.094, -0.345, 2.757], [2.668, 0.260, -2.920], [-1.145, -0.675, -1.498], [-0.170, -1.675, -0.423], [-1.677, -0.004, 0.591], [-0.419, 2.162, 0.667], [-0.398, -0.663, 3.723]],
  "lowdin_charge": [0.12, -0.13, -0.16, -0.43, -0.01, -0.07, 0.13, 0.02, 0.13, 0.13, 0.15, 0.10, 0.03],
  "e_tot_ha": -307.3021,
  "fmax_ha_per_bohr": 0.01762,
  "lumo_energy_ha": 0.0240
}

[3]
{
  "formula": "C4H7N3O",
  "method": "ωB97M-V with the def2-TZVPD basis set",
  "elements": ["N", "C", "C", "C", "N", "C", "N", "O", "H", "H", "H", "H", "H", "H", "H"],
  "coordinates": [[1.154, -0.070, -1.986], [-0.107, 0.075, -1.237], [-0.880, -1.196, -1.239], [-1.139, -1.530, 0.033], [-0.625, -0.604, 0.947], [-0.084, 0.291, 0.250], [0.499, 1.400, 0.866], [0.754, 1.152, 2.310], [1.845, -0.661, -1.505], [1.594, 0.923, -2.106], [-0.666, 0.798, -1.831], [-1.178, -1.620, -2.224], [-1.921, -2.291, 0.391], [0.150, 2.339, 0.641], [0.220, 0.378, 2.518]],
  "lowdin_charge": [0.03, -0.34, -0.07, -0.13, 0.09, -0.35, 0.03, -0.05, 0.08, 0.12, 0.15, 0.12, 0.13, 0.14, 0.05],
  "e_tot_ha": -396.0163,
  "fmax_ha_per_bohr": 0.06296,
  "lumo_energy_ha": 0.0194
}

[4]
{
  "formula": "C3H4O2",
  "method": "ωB97M-V with the def2-TZVPD basis set",
  "elements": ["C", "C", "C", "O", "O", "H", "H", "H", "H"],
  "coordinates": [[0.194, -0.378, -0.081], [1.538, 0.396, 0.009], [-2.183, -0.258, 0.197], [-1.032, 0.378, 0.050], [2.582, -0.169, 0.096], [0.194, -0.826, -1.085], [0.205, -1.199, 0.641], [1.433, 1.494, -0.053], [-2.931, 0.562, 0.226]],
  "lowdin_charge": [-0.13, -0.23, 0.07, -0.19, 0.08, 0.13, 0.13, 0.13, 0.01],
  "e_tot_ha": -267.0482,
  "fmax_ha_per_bohr": 0.03706,
  "lumo_energy_ha": 0.0100
}

[5]
{
  "formula": "C21H27F2NO4S",
  "method": "ωB97M-V with the def2-TZVPD basis set",
  "elements": ["C", "C", "C", "F", "C", "C", "C", "C", "C", "C", "N", "C", "S", "C", "C", "C", "C", "C", "O", "C", "C", "C", "F", "C", "C", "O", "O", "C", "O", "H", "H", "H", "H", "H", "H", "H", "H", "H", "H", "H", "H", "H", "H", "H", "H", "H", "H", "H", "H", "H", "H", "H", "H", "H", "H", "H"],
  "coordinates": [[-3.811, -0.625, 1.560], [-2.824, 0.543, 1.453], [-1.355, 0.097, 1.359], [-0.609, 0.692, 2.401], [-0.667, 0.432, 0.054], [-0.380, 1.773, -0.257], [-0.705, 2.886, 0.703], [0.481, 3.288, 1.600], [0.067, 3.695, 3.004], [1.261, 4.087, 3.880], [0.953, 3.915, 5.313], [0.272, 2.071, -1.467], [0.548, 3.778, -1.937], [0.660, 1.078, -2.384], [1.381, 1.428, -3.657], [0.369, -0.245, -2.045], [-0.282, -0.561, -0.844], [-0.542, -2.016, -0.591], [-1.517, -2.414, 0.001], [0.496, -2.982, -1.090], [0.715, -4.215, -0.253], [-0.013, -5.472, -0.713], [-1.357, -5.222, -0.938], [1.125, -2.662, -2.230], [2.161, -3.503, -2.926], [1.723, -4.135, -4.115], [0.604, -4.964, -3.797], [0.742, -1.391, -2.923], [0.752, -1.329, -4.131], [-4.045, -0.855, 2.599], [-3.407, -1.526, 1.102], [-4.748, -0.395, 1.055], [-3.073, 1.145, 0.577], [-2.912, 1.195, 2.322], [-1.309, -0.969, 1.545], [-1.001, 3.752, 0.111], [-1.548, 2.621, 1.332], [1.208, 2.473, 1.658], [1.006, 4.135, 1.146], [-0.468, 2.892, 3.512], [-0.626, 4.541, 2.955], [1.532, 5.128, 3.696], [2.124, 3.480, 3.588], [1.458, 3.120, 5.683], [1.282, 4.713, 5.842], [1.448, 4.066, -0.990], [1.949, 0.583, -4.035], [0.679, 1.723, -4.437], [2.066, 2.254, -3.484], [0.406, -3.980, 0.767], [1.780, -4.449, -0.216], [0.423, -5.850, -1.636], [0.075, -6.241, 0.058], [2.965, -2.856, -3.283], [2.596, -4.231, -2.236], [-0.106, -4.498, -4.261]],
  "lowdin_charge": [-0.08, -0.17, -0.24, -0.02, -0.03, -0.15, -0.17, -0.21, -0.22, -0.28, -0.01, -0.43, 0.86, -0.20, -0.06, -0.04, -0.01, -0.25, 0.13, -0.06, -0.10, -0.19, -0.03, -0.06, -0.14, -0.12, -0.02, -0.28, 0.13, 0.08, 0.05, 0.07, 0.11, 0.11, 0.13, 0.09, 0.09, 0.12, 0.10, 0.10, 0.12, 0.11, 0.11, 0.06, 0.05, -0.12, 0.07, 0.10, 0.05, 0.12, 0.12, 0.10, 0.12, 0.14, 0.12, 0.11],
  "e_tot_ha": -1769.9279,
  "fmax_ha_per_bohr": 0.00637,
  "lumo_energy_ha": -0.0363
}

[6]
{
  "formula": "C34H47CaCl4N6O6Se",
  "method": "ωB97M-V with the def2-TZVPD basis set",
  "elements": ["Ca", "C", "C", "C", "C", "C", "C", "N", "C", "C", "N", "C", "C", "O", "O", "C", "C", "C", "C", "C", "C", "N", "C", "C", "N", "C", "C", "O", "O", "H", "H", "H", "H", "H", "H", "H", "H", "H", "H", "H", "H", "H", "H", "H", "H", "H", "H", "H", "H", "H", "H", "H", "H", "H", "H", "H", "H", "H", "H", "H", "H", "H", "H", "H", "H", "H", "H", "H", "Cl", "C", "C", "Cl", "C", "Cl", "C", "O", "C", "O", "C", "Cl", "C", "N", "C", "Se", "N", "C", "C", "C", "C", "C", "C", "H", "H", "H", "H", "H", "H", "H", "H"],
  "coordinates": [[-0.981, -0.791, -0.527], [-1.698, 0.991, 3.456], [-0.998, 1.943, 2.482], [0.424, 2.260, 2.947], [1.448, 1.163, 3.307], [2.804, 1.864, 3.378], [1.176, 0.530, 4.671], [1.458, 0.099, 2.232], [2.553, -0.902, 2.352], [2.435, -1.986, 1.293], [2.291, -1.445, -0.052], [1.709, -2.447, -0.946], [1.265, -1.851, -2.295], [1.647, -2.368, -3.333], [0.496, -0.815, -2.200], [3.557, -0.851, -0.539], [4.511, -1.892, -1.140], [3.388, 0.308, -1.525], [2.896, 1.678, -1.019], [2.876, 2.603, -2.241], [3.890, 2.247, -0.011], [1.543, 1.523, -0.398], [0.798, 2.778, -0.216], [-0.699, 2.615, 0.126], [-1.148, 1.545, 1.051], [-2.629, 1.353, 0.902], [-3.197, 1.307, -0.523], [-4.206, 1.963, -0.760], [-2.561, 0.559, -1.337], [-1.415, 1.256, 4.476], [-1.427, -0.049, 3.272], [-2.780, 1.073, 3.398], [-1.516, 2.914, 2.560], [0.307, 2.845, 3.863], [0.889, 2.939, 2.237], [2.718, 2.684, 4.093], [3.082, 2.290, 2.416], [3.600, 1.208, 3.730], [1.009, 1.327, 5.397], [2.034, -0.049, 5.016], [0.307, -0.117, 4.664], [1.529, 0.556, 1.286], [0.554, -0.454, 2.207], [2.493, -1.364, 3.335], [3.501, -0.374, 2.276], [1.554, -2.586, 1.516], [3.315, -2.642, 1.402], [0.828, -2.858, -0.433], [2.376, -3.287, -1.163], [4.052, -0.447, 0.347], [4.157, -2.224, -2.119], [4.608, -2.768, -0.496], [5.504, -1.457, -1.265], [2.774, 0.007, -2.374], [4.384, 0.492, -1.941], [3.833, 2.537, -2.763], [2.727, 3.648, -1.962], [2.081, 2.320, -2.934], [4.845, 2.427, -0.509], [4.071, 1.564, 0.821], [3.547, 3.203, 0.392], [1.037, 0.934, -1.058], [0.781, 3.376, -1.132], [1.320, 3.379, 0.530], [-1.197, 2.436, -0.827], [-1.057, 3.596, 0.476], [-3.166, 2.150, 1.427], [-2.891, 0.407, 1.386], [-1.910, -4.988, 5.153], [-1.993, -4.309, 3.561], [-2.848, -4.833, 2.610], [-3.872, -6.173, 3.009], [-2.876, -4.284, 1.322], [-3.896, -4.961, 0.095], [-2.070, -3.201, 0.949], [-2.021, -2.723, -0.254], [-1.246, -2.601, 1.969], [-0.540, -1.530, 1.630], [-1.194, -3.206, 3.218], [-0.047, -2.581, 4.376], [-4.063, 2.564, -4.199], [-3.210, 1.395, -4.261], [-1.865, 1.419, -4.117], [-0.736, 2.876, -4.014], [-1.450, 0.133, -4.077], [-2.531, -0.725, -4.133], [-2.620, -2.101, -4.031], [-3.894, -2.651, -4.061], [-5.028, -1.847, -4.193], [-4.930, -0.463, -4.289], [-3.659, 0.078, -4.257], [-3.551, 3.396, -4.676], [-4.293, 2.799, -3.159], [-4.988, 2.346, -4.731], [-0.522, -0.124, -3.744], [-1.736, -2.714, -3.901], [-4.011, -3.721, -3.951], [-6.007, -2.309, -4.189], [-5.811, 0.161, -4.335]],
  "lowdin_charge": [1.45, -0.04, -0.34, -0.09, -0.47, -0.03, -0.06, 0.11, -0.12, -0.17, -0.11, -0.10, -0.65, 0.04, -0.25, -0.32, -0.04, -0.09, -0.53, -0.05, -0.04, 0.02, -0.19, -0.15, -0.12, -0.12, -0.67, 0.03, -0.18, 0.08, 0.06, 0.08, 0.14, 0.13, 0.09, 0.10, 0.06, 0.09, 0.10, 0.08, 0.01, 0.13, 0.10, 0.11, 0.10, 0.11, 0.13, 0.12, 0.12, 0.11, 0.08, 0.08, 0.08, 0.12, 0.12, 0.09, 0.08, 0.04, 0.09, 0.05, 0.08, 0.08, 0.09, 0.09, 0.09, 0.14, 0.12, 0.12, 0.61, -0.73, -0.72, 0.62, -0.62, 0.66, -0.43, -0.25, -0.38, -0.31, -0.58, 0.71, -0.03, -0.06, -0.78, 0.56, 0.11, -0.19, 0.00, -0.08, -0.09, -0.01, -0.17, 0.06, 0.09, 0.08, 0.11, 0.12, 0.10, 0.10, 0.10],
  "total_charge": -1,
  "e_tot_ha": -7023.9341,
  "fmax_ha_per_bohr": 0.00936,
  "lumo_energy_ha": 0.0702
}